ORCA calculation (ωB97M-V/def2-TZVPD) on 16 unconnected molecules or ions with the total composition C80H168N8O40.

Summary:
- HOMO: -7.85 eV
- LUMO level: 0.0060 Eh
- Kohn-Sham gap: 8.008 eV
- Largest force on an atom: 6.13 eV/A
- Net charge: 0

XYZ file:
```
296
C80H168N8O40 (ωB97M-V/def2-TZVPD)
H -0.41 4.31 -3.18
O 5.24 -3.64 4.24
H -1.11 6.27 7.31
H 7.95 -4.42 -3.51
O 0.67 -1.66 2.19
H 10.30 -5.81 -3.59
C 3.29 3.45 1.56
H -7.12 -1.04 5.22
C -2.91 -3.53 -0.59
C 0.37 -0.36 2.74
H 11.42 -4.94 -2.55
C 1.20 0.70 1.99
N 0.07 4.19 6.99
C 6.87 -0.72 -0.22
H -7.05 6.62 -9.70
H -2.79 -4.84 -6.11
O 3.80 -3.98 -5.46
H 1.89 1.09 -7.64
H -0.75 -1.26 -3.64
H -1.44 3.83 8.36
H -1.94 -2.19 0.74
H 3.18 -3.86 4.22
O -1.53 -8.45 1.53
H -7.44 -2.55 11.43
C -1.47 -1.69 -6.42
C -2.06 6.66 1.47
H -1.38 -0.65 5.62
O 8.44 4.54 1.27
H 2.99 -4.63 2.23
C -1.48 4.45 2.02
H 0.08 -1.52 6.11
C 2.21 0.19 -7.11
H 3.24 0.87 -1.60
H -3.04 0.74 -3.45
H -1.83 -5.58 -8.92
O -0.17 -1.00 -1.56
H -5.66 6.88 -8.58
H -8.56 -3.96 10.93
H -7.30 -0.80 7.98
H -0.35 7.65 10.37
H 2.40 3.37 2.19
H 7.76 4.36 -0.76
H -3.23 1.50 -5.69
H 0.07 4.16 9.11
O 2.30 -5.02 -0.14
C 3.98 -3.35 3.68
C 1.81 3.97 -0.27
H -1.40 -0.82 -5.77
H 4.53 0.19 -2.60
C 10.42 -4.91 -2.98
H -4.93 0.80 -7.42
H 2.66 4.43 4.56
H 0.91 -3.80 -1.03
H 0.05 4.28 5.00
H 4.45 1.96 -2.23
O -3.36 0.72 2.95
H -5.85 4.42 -10.21
H -3.84 -4.60 4.52
H -3.51 -2.48 -5.81
C -2.70 3.20 -1.64
C 0.32 1.58 -4.77
O 1.66 -3.97 -4.73
H -0.55 8.34 8.78
C -0.52 -6.62 2.39
C -2.13 -7.37 1.03
H 6.61 3.60 2.47
O -1.15 5.62 1.24
C 4.64 -4.79 -0.83
H 0.89 -1.12 -3.31
H 1.86 3.16 -0.99
H -5.20 3.20 0.49
C -5.61 4.45 -9.15
H -8.96 -1.72 9.52
O 5.79 -1.27 0.41
H -2.81 -4.08 5.84
C -4.29 1.41 -5.44
H -1.11 -5.01 3.85
C -0.91 -6.08 3.82
H 5.07 -2.61 -3.06
C 8.48 5.94 1.28
C -3.91 0.09 -3.51
H -0.07 2.08 -0.10
H -1.09 -2.46 2.95
H -3.08 6.40 1.17
C 7.53 4.02 0.25
O 1.87 5.78 5.74
C -5.17 1.68 2.01
H 7.87 6.29 2.10
C 4.29 0.95 -1.85
C -2.41 -4.54 -7.08
H -1.65 6.02 8.97
C -0.55 -0.67 6.34
H -2.04 7.09 2.47
H -4.40 2.31 -4.83
H -0.86 -2.36 -5.81
H -1.68 3.44 4.02
H -2.96 -3.00 4.51
O -3.38 4.29 -2.21
C -1.06 4.59 -2.35
H -2.52 4.89 -3.88
O -2.14 -6.96 -7.49
O 1.45 2.30 -4.51
H 0.94 1.72 2.28
C 5.02 -3.36 -5.02
H -3.53 -5.87 -8.48
C -1.26 4.33 3.57
H -0.93 0.60 -7.73
H -2.22 -0.24 -8.71
H 0.39 6.25 3.61
H -1.72 -6.60 4.31
H -6.43 3.53 1.72
H 5.58 -5.89 -2.42
C -2.64 6.52 -2.47
O -4.04 0.68 5.10
C -2.94 -2.28 0.31
H 1.64 -0.59 -7.60
O -7.36 -3.02 9.51
H -9.09 -3.24 8.62
H -0.51 5.34 -1.78
C -3.74 1.26 1.70
H 3.56 2.44 1.23
H 0.80 4.87 6.83
H 4.40 3.34 3.41
N 0.09 4.17 4.00
N 1.17 0.47 0.54
O -0.84 1.96 -4.49
O 0.21 0.56 6.25
H -3.63 6.93 -2.68
H 7.80 2.97 0.11
H -0.90 3.69 1.50
C 0.97 -4.79 -0.57
C 8.10 -4.96 -2.57
C -7.62 -3.43 10.81
H -0.25 -8.72 3.20
H 3.17 -6.25 -1.72
O 6.83 -5.16 3.56
H 3.27 -0.01 -7.24
C 7.03 -4.74 -1.43
C -1.69 -7.98 -8.30
H 5.49 -3.19 -7.19
H 3.01 2.20 -5.79
C 0.63 2.86 6.81
H 4.58 -3.73 -0.58
H -1.09 2.14 5.82
H -2.35 6.65 -1.43
H 0.99 -0.52 0.44
N 5.67 -5.01 -1.93
C -0.15 0.42 -1.56
C -5.43 3.14 1.55
C -0.03 -2.71 2.90
C -8.43 -2.40 8.86
C -2.54 -4.02 -2.69
C -6.67 6.49 -8.69
H -5.97 1.08 1.58
C -7.94 -1.61 7.64
H -2.57 -4.36 0.04
C -4.21 -3.96 -1.18
H 10.52 -4.03 -3.61
O 0.66 0.39 -5.30
C 2.80 -3.52 -4.70
H 0.78 0.73 -2.03
C -2.43 5.06 -2.81
H 0.32 -2.81 3.93
O 3.03 4.32 0.45
H 1.62 4.86 -0.88
H -5.00 2.40 -9.49
O -2.02 -3.43 -1.54
C 5.16 0.76 -0.58
H 0.36 -4.83 0.34
H 0.01 -2.62 -2.92
H 4.85 -5.31 0.10
H -1.11 -8.68 -7.70
H 2.77 -1.41 3.45
H 1.74 7.39 7.04
H -0.84 -7.70 -8.94
H -1.94 7.09 -3.08
H -5.93 -0.85 6.42
H -2.22 -3.08 -8.42
H 4.74 -1.37 -4.32
H -1.71 5.17 4.10
C -3.52 -3.73 5.09
H 2.26 0.60 2.26
C -4.22 0.97 3.93
H 5.66 -4.15 -4.63
H -6.68 -3.07 7.23
O 5.10 -4.66 2.27
C -0.38 -8.16 2.27
H 1.22 2.67 7.70
H -4.68 3.79 2.00
H -6.18 1.49 -6.38
C -0.05 0.99 -0.06
H -3.23 -1.41 -0.27
N -2.89 -3.30 -7.70
H -4.55 0.18 -2.63
O -1.99 -4.33 -3.72
C 4.56 3.85 2.46
H 4.38 -1.35 2.94
C 3.23 -5.27 -1.25
C -5.44 -2.40 4.98
C 0.91 5.29 3.56
H 2.77 7.63 5.56
O -3.25 2.22 -1.16
H -7.33 7.08 -8.06
O 0.38 6.47 8.83
C -0.56 4.45 8.26
C 1.98 0.37 -5.57
C -5.14 1.59 -6.70
C 5.82 -4.49 3.38
H -3.64 -2.36 1.14
H 0.64 -5.55 -1.28
O 9.42 -4.85 -2.02
O -4.66 0.18 -4.73
H -2.51 4.20 1.76
H 3.79 -3.28 1.52
H -4.58 4.80 -9.08
H 3.25 1.40 -4.16
H -0.56 -0.15 -9.25
H -1.37 -4.24 -6.93
H 0.58 -0.37 3.81
H 5.90 5.24 0.83
H -0.91 0.66 0.53
H 5.49 3.85 -0.25
H -1.05 -0.81 7.30
H 0.10 -3.65 2.35
H 9.50 6.31 1.44
C 1.87 7.19 5.98
H 4.84 -1.78 -6.48
H 8.23 6.54 0.40
N -4.87 2.87 -7.39
C 4.55 -2.39 -3.99
C -0.80 5.91 8.29
H 0.43 -8.30 1.56
H -3.52 -1.37 -7.04
H 2.92 -4.59 -2.05
H -4.97 -3.17 -1.21
C -6.44 -1.62 5.85
H 0.41 -6.16 2.07
C 5.51 -2.61 -6.26
H 5.22 1.66 0.03
H -6.85 -4.21 10.88
H 1.03 7.67 5.47
H -0.68 -0.09 2.59
O 3.20 -2.59 -3.84
H -0.97 0.88 -2.10
O -6.57 5.12 -8.33
O -1.53 -6.34 1.47
C -0.44 1.77 6.60
H -1.11 1.62 7.45
H 4.07 -1.24 4.56
O -4.58 -3.17 5.83
H -8.76 -1.18 7.08
C -2.52 -5.75 -8.09
H -0.03 -6.31 4.43
H 2.52 -0.41 -5.03
C 2.57 1.63 -4.98
H 6.47 -2.10 -6.20
C -2.92 -2.21 -6.69
C 2.18 5.39 4.39
H -1.88 7.48 0.77
H 7.15 -3.71 -1.08
O -3.01 -7.40 0.17
H -3.58 -0.94 -3.43
C 3.75 -1.82 3.69
H 1.00 3.79 0.44
H -6.01 -3.06 4.31
H -4.87 -1.72 4.34
H -3.73 0.53 0.89
C 0.12 7.73 9.39
H 3.84 -0.78 -0.23
H 7.92 -5.98 -2.92
C 4.71 -0.39 0.30
H 1.21 5.17 2.52
C 6.06 4.19 0.62
O -1.38 3.46 -1.55
H -4.58 -4.85 -0.67
N 5.81 3.44 1.87
O -0.86 -1.46 -7.69
H 0.98 8.39 9.53
H 2.96 5.95 3.88
C -0.03 -1.53 -2.87
C -1.18 -0.25 -8.37
H -3.12 2.09 1.35
O -3.85 -4.24 -2.51
H -5.03 3.76 -6.93
O 6.47 0.31 -0.92
O -5.29 1.60 3.38
C 3.87 -3.99 2.34
C -5.52 2.98 -8.72
H 7.28 -5.36 -0.57
H 1.27 2.78 5.93
H -2.51 -8.51 -8.80
H -6.53 2.57 -8.62
H 4.54 4.93 2.62
H 4.38 -0.02 1.27
O 8.00 -1.11 -0.20
N -7.28 -2.48 6.67
```